No. 1
Formula: C23H21I2N6O10Ru
Source: OMol25
Level of theory: wB97M-V/def2-TZVPD

Each line ends with the natural charge from an NBO analysis.
Geometry (Å):
O: 5.512 0.366 3.826  -0.3234
N: 0.062 1.792 2.123  0.5432
H: -6.170 3.454 -2.048  0.2585
H: -4.734 -2.604 3.260  0.2527
H: -0.175 -3.156 -2.695  0.2332
H: 1.073 -4.314 -2.177  0.2390
N: -3.382 1.049 -0.939  -0.5264
H: -4.819 -0.420 -0.803  0.2217
C: -4.825 -1.924 2.421  -0.7075
C: -1.676 2.659 -1.283  0.1714
H: 0.845 -0.059 -1.793  0.2188
C: 4.848 2.264 -1.435  0.7673
C: 1.117 -0.398 1.646  0.4869
I: -4.864 -3.057 0.622  0.1967
O: -1.449 -2.132 -0.989  -0.7454
C: 2.722 0.994 -1.688  -0.1648
I: -3.150 -0.558 2.518  0.3240
C: 3.335 2.217 -1.429  -0.1075
H: 0.619 4.036 -0.547  0.2321
C: 1.173 0.913 2.245  -0.0911
C: 1.197 3.190 -0.894  -0.2256
C: -4.069 3.213 -1.665  -0.1716
H: -5.734 -1.339 2.480  0.2462
H: 3.331 0.152 -1.992  0.2507
H: -3.804 4.231 -1.916  0.2534
C: -1.252 -3.248 -0.422  0.5581
O: -1.054 1.312 1.844  -0.5217
H: -1.393 3.670 -1.570  0.2207
O: 4.689 2.372 3.695  -0.3455
H: -0.707 -6.336 -0.956  0.2322
H: 0.556 -5.635 0.065  0.2401
H: 4.421 -1.173 2.265  0.3013
C: 0.579 1.969 -1.159  0.1447
H: -1.637 -3.441 0.581  0.1732
H: 3.049 4.256 -0.803  0.2473
C: -4.636 0.620 -1.043  0.0711
C: 3.452 0.637 2.876  0.0046
C: -0.474 -5.517 -0.277  -0.4149
C: -5.670 1.452 -1.454  -0.2089
H: -1.136 -5.571 0.584  0.2224
H: -6.673 1.057 -1.530  0.2587
H: -0.405 -4.895 -2.953  0.2324
O: 0.046 -0.888 1.156  -0.7166
C: 0.000 -4.142 -2.277  -0.4322
O: 3.666 -2.695 0.635  -0.3248
N: -0.626 -4.250 -0.970  -0.3126
C: 2.572 3.310 -1.027  -0.1854
O: 1.541 -3.003 0.593  -0.4074
N: 2.532 -2.363 0.903  0.5329
C: 3.499 -0.606 2.259  -0.0797
O: 5.445 1.552 -0.676  -0.5320
H: 4.885 3.580 -2.858  0.5009
C: 1.353 0.872 -1.559  -0.2342
C: -5.385 2.774 -1.747  -0.1054
N: -0.813 1.751 -1.056  -0.5037
C: -3.090 2.316 -1.270  0.1124
H: 2.314 2.383 3.306  0.2908
C: 2.380 -1.102 1.639  -0.0642
C: 2.321 1.406 2.842  -0.0988
O: 5.461 3.075 -2.273  -0.6325
O: 0.220 2.978 2.254  -0.2849
Ru: -1.677 -0.216 0.010  1.6961
N: 4.666 1.171 3.524  0.5329

Calculated values
multiplicity = 6
<S²> = 8.764
electronic energy = -2659.391787 a.u.
energy relative to the best compared isomer or geometry (same formula, charge and spin) = 20.7 kcal per mole
total charge = +2


No. 2
Formula: C14H24AgO15S
Source: OMol25
Level of theory: wB97M-V/def2-TZVPD

Each line ends with the natural charge from an NBO analysis.
Geometry (Å):
O: 12.460 -8.177 -5.565  -0.9281
O: 15.366 -7.492 -6.906  -1.1380
H: 10.760 -6.160 -0.188  0.1514
C: 12.743 -2.097 -8.140  -0.0948
H: 11.599 -9.724 -4.452  0.0893
H: 10.808 -2.361 -10.229  0.1904
H: 9.776 -7.634 -1.529  0.1805
C: 11.756 -9.382 -5.475  -0.2239
C: 10.522 -5.644 -1.118  0.0759
H: 13.293 -1.327 -8.682  0.1870
O: 13.720 -8.057 -0.809  -0.5059
O: 14.984 -9.738 -1.159  -0.4848
H: 14.524 -7.816 1.050  0.1831
C: 12.558 -8.731 1.230  -0.6205
H: 15.382 -10.125 0.834  0.1807
C: 12.445 -3.238 -9.085  0.0624
C: 9.578 -4.484 -0.778  -0.6214
O: 13.033 -5.831 -3.453  -0.5293
C: 11.003 -3.246 -9.622  -0.6198
C: 13.208 -4.067 -7.093  0.9503
C: 9.959 -6.697 -2.056  -0.0795
C: 13.898 -8.514 0.494  0.0767
H: 9.053 -6.413 -2.591  0.1756
O: 11.730 -5.282 -1.663  -0.5023
O: 17.659 -8.136 -6.664  -1.1077
H: 15.856 -3.814 -4.282  0.0955
O: 16.086 -8.685 -5.113  -1.1426
H: 17.430 -4.218 -4.082  0.1103
H: 11.017 -4.070 -10.335  0.2272
O: 14.386 -8.453 -2.952  -0.5102
H: 10.284 -3.320 -8.807  0.2220
H: 12.815 -8.853 2.282  0.2015
H: 13.205 -3.301 -9.863  0.1825
O: 13.579 -4.868 -6.264  -0.5016
C: 12.063 -6.043 -2.741  0.9871
C: 14.328 -8.720 -1.763  0.9706
H: 12.368 -10.124 -5.989  0.1497
H: 9.165 -4.020 -1.674  0.2097
H: 13.925 -10.764 0.179  0.1713
O: 13.513 -2.773 -7.084  -0.4911
O: 11.029 -6.879 -2.955  -0.4641
H: 11.995 -9.604 0.898  0.2120
H: 10.808 -9.375 -6.012  0.0991
C: 14.559 -9.878 0.163  -0.0894
H: 10.132 -3.769 -0.170  0.2191
O: 16.193 -5.929 -4.196  -0.7770
O: 12.549 -4.405 -8.257  -0.4879
H: 11.883 -1.634 -7.655  0.1727
H: 11.900 -7.867 1.140  0.2138
C: 16.535 -4.622 -4.555  -0.2273
H: 16.737 -4.423 -5.608  0.1327
S: 16.291 -8.575 -6.557  2.6217
Ag: 14.407 -7.202 -4.920  1.3293
O: 16.020 -9.826 -7.212  -1.0876
H: 8.693 -4.832 -0.245  0.2034

Calculated values
multiplicity = 2
<S²> = 0.756
electronic energy = -2221.412068 a.u.
energy relative to the best compared isomer or geometry (same formula, charge and spin) = 57.8 kcal per mole
total charge = -2


No. 3
Formula: C22H25CsN6O2S
Source: OMol25
Level of theory: wB97M-V/def2-TZVPD

Each line ends with the natural charge from an NBO analysis.
Geometry (Å):
N: 2.322 -1.660 -3.189  -0.5015
H: -2.424 3.805 3.922  0.2467
C: 3.556 -3.987 -3.191  -0.6809
H: -3.169 4.435 2.414  0.1975
S: 0.034 -0.614 4.111  -0.5222
H: 1.698 -6.780 0.233  0.1747
O: 1.444 0.290 -2.124  -0.8352
H: 1.220 2.096 -3.528  0.2364
C: -4.019 2.142 -0.944  -0.1865
H: -0.903 1.116 -1.703  0.2310
H: -0.339 -0.027 6.521  0.4014
H: -1.337 2.760 6.258  0.2299
C: 2.167 -4.766 -1.195  -0.5590
O: 0.159 -3.934 0.081  -0.7883
C: -2.358 2.352 0.840  0.1867
H: -3.904 3.141 3.429  0.2079
H: 0.934 -6.017 1.505  0.1943
H: -3.182 1.238 -2.777  0.2212
C: -3.688 2.548 0.351  -0.2765
H: -2.754 2.199 8.458  0.1845
C: -2.979 3.595 3.047  -0.6962
Cs: 0.668 -0.861 0.528  0.9591
C: -2.108 2.562 2.269  0.1626
H: -4.338 3.010 1.082  0.2098
C: -1.754 1.448 -1.121  0.0412
H: -3.517 1.698 6.846  0.2095
H: -4.989 2.367 -1.305  0.1955
H: 3.218 -3.791 -4.183  0.2200
C: 3.211 0.022 -5.287  -0.1944
C: -0.662 0.818 4.761  0.3058
H: 3.948 -5.018 -3.088  0.1779
C: -2.681 1.567 7.549  -0.6223
N: -1.388 1.800 0.124  -0.4098
C: 2.466 -3.641 -2.123  0.2625
C: 2.360 0.434 -4.277  -0.0647
N: 1.979 -2.455 -2.066  -0.3854
H: 2.438 2.431 -7.571  0.1816
N: -1.321 1.745 2.788  -0.1832
C: 1.078 -4.765 -0.301  0.4605
C: 2.571 1.905 -6.616  -0.2526
C: 1.759 1.718 -4.388  -0.1934
H: -0.052 -6.416 0.120  0.1982
C: 3.312 0.714 -6.475  -0.2472
H: -0.651 2.159 7.801  0.1633
H: 2.751 -5.636 -1.397  0.1809
C: 1.829 2.419 -5.576  -0.2487
C: -3.026 1.605 -1.747  -0.2935
N: -0.646 0.828 6.129  -0.6331
H: 3.928 0.495 -7.349  0.1926
N: -1.244 1.827 4.145  -0.5422
C: -1.270 1.903 6.931  -0.2189
H: 3.767 -0.921 -5.191  0.2284
C: 2.000 -0.392 -3.037  0.5494
H: 1.216 3.331 -5.694  0.1900
H: 4.395 -3.285 -3.061  0.2088
H: -2.654 0.524 7.826  0.2004
C: 0.930 -6.082 0.434  -0.6745

Calculated values
electronic energy = -1750.659937 a.u.
energy relative to the best compared isomer or geometry (same formula, charge and spin) = 0.0 kcal per mole
total charge = -2


No. 4
Formula: C3H4N2OS
Source: OMol25
Level of theory: wB97M-V/def2-TZVPD

Each line ends with the natural charge from an NBO analysis.
Geometry (Å):
H: 0.945 2.578 0.102  0.3329
C: 2.011 0.388 -0.324  -0.4260
C: 1.840 -0.982 0.033  0.2267
O: 0.572 -1.452 0.129  -0.3188
C: 0.588 0.919 0.005  0.3591
S: -2.025 -0.244 -0.172  0.2796
H: -2.607 -0.419 1.208  0.1167
N: -0.051 2.018 0.185  -0.6381
H: 2.940 0.788 -0.025  0.2338
N: -0.339 -0.276 0.082  -0.3685
H: 2.644 -1.568 0.284  0.2025

Calculated values
electronic energy = -699.473745 a.u.
energy relative to the best compared isomer or geometry (same formula, charge and spin) = 124.5 kcal per mole
SMILES string = [H]/N=c1\ccon1S


No. 5
Formula: C25H26N4O2
Source: OMol25
Level of theory: wB97M-V/def2-TZVPD

Each line ends with the natural charge from an NBO analysis.
Geometry (Å):
C: -0.086 0.067 -3.307  -0.2554
C: -0.834 2.539 2.653  -0.1124
H: -3.610 1.721 3.976  0.2069
H: 1.044 0.319 -2.823  0.1893
H: -1.561 -1.890 -4.085  0.1930
H: 4.349 2.105 -1.806  0.1377
H: -1.414 -2.703 -2.472  0.1801
C: 1.406 0.660 0.294  -0.2643
C: 1.692 2.148 0.135  0.5122
C: -1.096 -2.535 1.322  -0.2249
H: -0.718 2.091 -3.080  0.1830
C: 3.370 1.852 -1.159  0.3149
C: 0.956 -2.327 -3.194  -0.2350
C: -2.810 2.304 3.757  -0.2329
H: -1.246 4.970 4.852  0.2045
C: -2.631 3.469 4.534  -0.1777
O: -2.063 0.684 -2.982  -0.5558
N: 3.185 0.682 -1.357  -0.5959
C: -2.521 -0.847 -2.432  -0.0734
C: 0.454 0.754 1.265  -0.1105
H: 2.785 -1.083 -3.252  0.1809
C: 2.443 -0.040 -0.522  0.5196
H: -0.726 1.066 -1.560  0.1677
C: -0.273 -0.916 2.946  -0.1469
C: -0.771 -1.497 0.762  -0.2469
H: -3.388 3.940 5.086  0.2064
N: 2.322 -1.194 -0.540  -0.5359
H: -3.430 -1.005 -2.916  0.2049
H: -1.625 -3.398 0.498  0.1854
N: 0.132 -1.424 -2.621  -0.4822
C: 0.104 1.973 1.597  0.2656
H: -1.733 -3.902 2.907  0.2205
H: 3.076 -2.766 -3.620  0.1987
C: -0.025 -0.492 1.652  -0.0493
C: -1.165 -2.873 2.643  -0.1889
C: -0.938 1.018 -2.553  -0.0590
H: 0.842 -2.327 -4.333  0.1724
C: -2.002 2.004 2.789  -0.1489
C: -1.197 -1.799 -3.001  -0.2495
H: -2.399 -0.775 -1.328  0.1940
N: 2.764 2.989 -0.561  -0.4895
H: 0.924 -3.340 -2.669  0.2126
C: -0.776 -1.925 3.599  -0.2327
H: -0.569 -1.399 -0.343  0.2460
C: 2.420 -1.879 -3.061  -0.3147
H: 0.411 4.278 3.221  0.2004
H: -0.019 0.176 -4.373  0.2165
H: 2.906 -3.142 -1.090  0.2322
C: 2.761 -2.115 -1.454  -0.2573
C: -1.552 4.266 4.304  -0.2381
H: 4.028 -1.963 -1.402  0.1963
O: 1.067 2.862 1.021  -0.3942
H: 0.255 -0.092 3.872  0.1758
C: -0.716 3.710 3.410  -0.1212
H: -2.307 0.901 2.278  0.1991
H: 1.476 -1.719 -0.130  0.4326
H: -0.973 -2.180 4.654  0.2442

Calculated values
electronic energy = -1337.035968 a.u.
energy relative to the best compared isomer or geometry (same formula, charge and spin) = 481.6 kcal per mole